# 1
The following is a DFT calculation (wB97M-V/def2-TZVPD) of a single C5H12O molecule.

```
18
Properties=species:S:1:pos:R:3:nbo_charge:R:1
H 2.09 -0.81 -1.60 0.2065
C -0.35 1.95 0.41 -0.6095
C 0.78 1.03 -0.05 -0.4140
H -0.38 -0.34 -1.23 0.1604
H 0.02 2.96 0.60 0.2121
H -2.01 -1.67 -0.25 0.1630
H 1.28 1.46 -0.93 0.1991
C 1.51 -1.27 -0.79 -0.6181
H -1.13 2.02 -0.35 0.1982
H -2.19 -0.10 0.61 0.1643
H 2.17 -1.41 0.08 0.2132
C -1.70 -1.09 0.64 -0.2439
H 1.54 0.96 0.75 0.2027
O -0.30 -0.99 0.73 -0.5525
H -2.04 -1.62 1.53 0.1928
C 0.33 -0.39 -0.39 0.1027
H 1.17 -2.26 -1.11 0.2133
H -0.80 1.57 1.33 0.2097
```

Relative energy (zero: lowest compared OMol25 entry of this formula, charge and spin) ... 0.5824 eV
LUMO energy ... 0.0433 Ha
HOMO energy ... -9.59 eV
Molar mass ... 88.1 g/mol
Kohn-Sham gap ... 10.77 eV

# 2
The following is a DFT calculation (wB97M-V/def2-TZVPD) of C14H25FeN4O4SSe3Te as an isolated structure at a distorted geometry.

```
53
Properties=species:S:1:pos:R:3:nbo_charge:R:1
H -3.56 -13.25 -11.16 0.1827
Fe -5.82 -10.49 -11.32 1.3885
C -6.05 -7.69 -8.52 -0.5177
O -3.81 -5.44 -8.41 -0.9622
Te -7.50 -8.18 -13.20 0.1755
C -6.36 -6.50 -9.41 -0.2016
O -3.79 -4.04 -10.42 -0.9482
H 0.92 -8.44 -13.01 0.2163
H -4.57 -12.02 -9.21 0.3719
C -1.66 -7.00 -12.74 -0.2123
C -5.51 -13.52 -10.30 -0.2326
C -3.27 -10.65 -13.10 -0.2276
C -1.17 -8.23 -10.71 -0.1855
H -6.51 -13.60 -10.72 0.2174
C -5.92 -8.98 -9.35 0.7587
H -6.91 -7.84 -7.85 0.2183
H -0.65 -9.03 -10.19 0.2001
H -1.57 -6.88 -13.80 0.2178
H -5.16 -7.51 -7.93 0.2332
Se -8.21 -11.68 -12.67 -0.6739
S -3.90 -5.34 -9.83 2.3388
H -7.20 -6.79 -10.11 0.2302
H -4.45 -8.96 -13.41 0.4328
H -3.36 -12.75 -13.65 0.1749
H 0.13 -9.85 -12.46 0.2082
N -5.29 -6.04 -10.31 -0.9149
H -2.72 -10.36 -14.02 0.1870
H -5.91 -12.55 -12.77 0.4333
O -4.75 -9.31 -9.72 -0.7955
C -0.97 -8.03 -12.08 -0.0303
Se -5.64 -6.85 -14.19 -0.8525
N -4.16 -9.59 -12.65 -0.9344
C -2.68 -6.37 -10.65 -0.3312
H -2.57 -10.85 -12.30 0.1864
H -4.57 -14.37 -12.04 0.1821
H -2.22 -7.59 -8.94 0.2390
Se -7.47 -10.32 -14.44 -0.2586
C -2.52 -6.17 -12.02 -0.1625
N -5.48 -12.23 -9.63 -0.8666
N -5.01 -12.30 -12.38 -0.7507
H -3.67 -8.97 -12.01 0.3912
H -4.65 -11.75 -14.36 0.2298
C -2.03 -7.40 -9.99 -0.1855
H -5.50 -5.91 -11.28 0.4442
H -3.05 -5.41 -12.55 0.2514
H -6.72 -5.66 -8.80 0.1954
H -0.44 -9.06 -13.92 0.2180
C -4.58 -13.41 -11.51 -0.2152
O -6.96 -9.57 -9.74 -0.7691
C -4.06 -11.90 -13.45 -0.2303
H -6.18 -12.18 -8.88 0.3883
C -0.04 -8.88 -12.91 -0.6294
H -5.27 -14.37 -9.64 0.1770
```

2S+1 ... 5
Relative energy (zero: lowest compared OMol25 entry of this formula, charge and spin) ... 0.0335 eV
Total charge ... -1
LUMO energy (alpha / beta) ... 0.0832 / 0.0830 Ha
HOMO energy (alpha / beta) ... -3.28 / -3.31 eV
Molar mass ... 765.8 g/mol
Kohn-Sham gap (alpha / beta) ... 5.54 / 5.57 eV